Below is a cluster of 2 separate species, C4H10NO3 in total at a distorted geometry, with properties calculated with ωB97M-V with the def2-TZVPD basis set.

Geometry as XYZ:
```
18
Properties=species:S:1:pos:R:3
O -1.118 2.751 0.042
O 2.488 0.213 -1.908
O 0.951 -1.608 -0.509
N -1.069 0.476 0.339
C -1.324 0.211 -1.099
C 0.883 -1.230 0.752
C -0.580 -0.584 1.229
C -0.739 1.745 0.651
H -0.602 -0.525 -1.437
H 0.967 -2.135 1.396
H -1.367 1.128 -1.670
H -1.366 -1.348 1.191
H 2.215 0.623 -1.086
H 1.591 -0.407 1.073
H -2.242 -0.377 -1.114
H 2.118 -0.670 -1.721
H -0.564 -0.230 2.261
H -0.241 1.966 1.610
```

Values from the calculation:
**Energy above the lowest of the compared OMol25 structures with the same formula, charge and spin**: 58.35 kcal per mole
**Frontier orbital gap**: 7.22 eV
**Charge**: -1
**LUMO energy**: 3.91 eV

natural (NBO) atomic charge list, values in e, 4 entries: -0.683 -0.992 -0.950 -0.425

Below is a cluster of 2 separate species, C4H10NO3 in total at a distorted geometry, with properties calculated with ωB97M-V with the def2-TZVPD basis set.

Geometry as XYZ:
```
18
Properties=species:S:1:pos:R:3
O -0.754 -0.251 -1.550
O -2.140 1.433 -1.256
O -1.613 -2.899 -0.825
N 0.692 0.558 0.887
C 1.552 1.452 0.053
C -1.223 0.654 -0.878
C -0.693 0.816 0.608
C 1.067 -0.841 0.750
H 0.127 -1.424 1.051
H 1.667 1.110 -1.009
H 0.841 -1.188 -0.339
H 1.949 -1.135 1.236
H -0.802 1.897 0.822
H 2.616 1.537 0.689
H 1.333 2.613 0.022
H -2.352 -2.428 -0.431
H -1.236 0.210 1.287
H -1.033 -2.114 -1.119
```

Values from the calculation:
**Energy above the lowest of the compared OMol25 structures with the same formula, charge and spin**: 54.31 kcal per mole
**Frontier orbital gap**: 7.86 eV
**Charge**: -1
**LUMO energy**: 3.91 eV

natural (NBO) atomic charge list, values in e, 4 entries: -0.804 -0.776 -0.993 -0.469

Below is a cluster of 2 separate species, C4H10NO3 in total at a distorted geometry, with properties calculated with ωB97M-V with the def2-TZVPD basis set.

Geometry as XYZ:
```
18
Properties=species:S:1:pos:R:3
O 1.776 -0.200 -1.423
O 3.711 1.268 0.497
O 0.093 0.708 -2.545
N -1.324 -0.224 -0.079
C 0.671 0.353 -1.499
C -0.086 0.645 -0.204
C -0.932 -1.628 -0.301
C -1.954 0.065 1.305
H -1.771 -2.331 -0.120
H 0.630 0.396 0.620
H 3.221 2.011 0.238
H 3.341 0.499 -0.068
H -0.703 -1.635 -1.495
H -0.009 -2.139 0.015
H -0.255 1.707 0.145
H -1.851 1.100 1.667
H -1.481 -0.523 2.126
H -3.079 -0.073 1.122
```

Values from the calculation:
**Energy above the lowest of the compared OMol25 structures with the same formula, charge and spin**: 57.59 kcal per mole
**Frontier orbital gap**: 7.95 eV
**Charge**: -1
**LUMO energy**: 3.76 eV

natural (NBO) atomic charge list, values in e, 4 entries: -0.800 -0.989 -0.761 -0.430

Below is a cluster of 2 separate species, C4H10NO3 in total at a distorted geometry, with properties calculated with ωB97M-V with the def2-TZVPD basis set.

Geometry as XYZ:
```
18
Properties=species:S:1:pos:R:3
O 0.906 -2.368 2.503
O -0.494 -2.161 0.784
O -2.378 -2.331 -1.730
N 0.050 2.617 -0.868
C 0.758 1.319 -0.713
C 0.086 0.531 0.443
C 1.100 -0.333 1.220
C 0.471 -1.785 1.492
H -0.660 1.041 1.039
H 0.854 0.637 -1.552
H -1.666 -1.945 -1.194
H 1.050 0.126 2.224
H 2.058 -0.335 0.717
H 1.851 1.512 -0.447
H -0.048 2.909 0.089
H -0.809 2.718 -1.382
H -2.370 -2.060 -2.646
H -0.760 -0.091 0.020
```

Values from the calculation:
**Energy above the lowest of the compared OMol25 structures with the same formula, charge and spin**: 45.87 kcal per mole
**Frontier orbital gap**: 7.57 eV
**Charge**: -1
**LUMO energy**: 3.52 eV

natural (NBO) atomic charge list, values in e, 4 entries: -0.775 -0.809 -0.976 -0.875

For each record above, in turn, the calculated DFT total energy values are -11942.867 -11943.042 -11942.900 -11943.408 eV.
For each record above, in turn, the calculated E_HOMO values are -3.3 -4.0 -4.2 -4.0 eV.